This record from the Open Molecules 2025 dataset describes a molecular structure, C23H38IN2O7P2PtS at a distorted geometry. The level of theory is ωB97M-V/def2-TZVPD.

Last column: Löwdin charge in e.
CARTESIAN COORDINATES (ANGSTROEM)
Pt  -2.043530  -0.625425  -1.140074  0.612
C  4.139244  0.858778  1.621899  -0.041
C  3.233152  -0.337326  1.850496  -0.447
C  2.899098  -0.554714  3.308525  -0.040
O  1.966896  -0.162654  1.172363  -0.178
P  1.672876  -0.419911  -0.369110  0.478
O  0.335738  -0.998774  -0.550319  -0.324
C  2.006413  1.163856  -1.165263  -0.206
P  0.551609  2.108263  -1.643858  0.439
O  -0.261064  1.483511  -2.683713  -0.246
O  -0.135184  2.348496  -0.230468  -0.212
C  -1.170405  3.357292  -0.064437  -0.443
C  -1.222808  3.683434  1.412212  -0.039
C  -2.491983  2.851505  -0.605657  -0.043
O  1.074827  3.526390  -2.141014  -0.172
C  2.074998  4.440511  -1.645248  -0.420
C  3.441645  4.062622  -2.192954  -0.043
C  2.070190  4.599467  -0.133490  -0.038
O  2.866198  -1.304090  -0.908349  -0.188
C  2.748055  -2.741664  -1.195400  -0.404
C  1.981711  -2.945202  -2.484590  -0.039
C  2.154233  -3.509284  -0.028264  -0.042
H  5.039064  0.766518  2.231203  0.089
H  3.622867  1.780578  1.902412  0.086
H  4.446560  0.921051  0.576934  0.076
H  3.715094  -1.230341  1.448758  0.126
H  2.394331  0.322195  3.719366  0.086
H  3.813096  -0.734009  3.876840  0.086
H  2.243133  -1.418545  3.420784  0.084
H  2.543292  0.956887  -2.092274  0.098
H  2.629158  1.755650  -0.500716  0.037
H  -0.868345  4.242686  -0.630902  0.130
H  -1.622509  2.833582  1.969828  0.071
H  -1.876449  4.540854  1.577552  0.092
H  -0.230063  3.916605  1.799344  0.075
H  -2.818273  1.961130  -0.063968  0.065
H  -2.414493  2.599439  -1.661679  0.078
H  -3.247855  3.631583  -0.488128  0.091
H  1.781537  5.392833  -2.086044  0.143
H  3.865878  3.207630  -1.662910  0.068
H  4.126466  4.904722  -2.080461  0.087
H  3.367035  3.815089  -3.251799  0.091
H  2.334949  3.673589  0.377561  0.068
H  1.094969  4.924423  0.229323  0.068
H  2.805333  5.357718  0.140659  0.093
H  3.786997  -3.037465  -1.331637  0.138
H  0.960956  -2.573647  -2.390388  0.050
H  1.940185  -4.011636  -2.712891  0.091
H  2.474658  -2.434252  -3.312733  0.088
H  1.081082  -3.330224  0.046114  0.083
H  2.623974  -3.218021  0.915019  0.075
H  2.328581  -4.575100  -0.177609  0.089
O  -4.293244  -0.933047  -1.460260  -0.274
N  -4.535273  -2.226942  -1.533277  -0.252
C  -5.716103  -2.660206  -1.039412  -0.045
C  -6.066204  -3.981609  -1.048825  -0.079
C  -5.170379  -4.905642  -1.593098  -0.090
C  -3.979361  -4.457268  -2.098125  -0.106
C  -3.620767  -3.091885  -2.073845  -0.698
S  -2.117558  -2.522287  -2.659956  0.572
H  -6.338308  -1.872551  -0.642787  0.131
H  -7.015761  -4.282394  -0.630002  0.100
H  -5.408467  -5.961417  -1.612272  0.103
H  -3.257565  -5.140786  -2.522771  0.099
I  -3.490719  -4.017025  3.559841  0.872
C  -2.600789  -2.248066  2.899386  -0.708
C  -1.881995  -1.446062  3.763656  -0.138
C  -1.287834  -0.313490  3.235243  -0.048
C  -1.451046  -0.026651  1.889439  -0.134
N  -2.164153  -0.797845  1.066768  -0.056
C  -2.715639  -1.901766  1.559847  -0.190
H  -1.783640  -1.694703  4.811934  0.099
H  -0.694479  0.342079  3.859784  0.108
H  -0.983666  0.837989  1.436706  0.081
H  -3.260143  -2.525053  0.861207  0.091

Force components x, y, z for each atom (eV/Å):
-0.3 -1.1 0.1
-0.1 0.0 0.0
0.0 0.0 0.0
0.0 0.0 0.1
0.1 0.0 0.1
0.0 -0.1 0.1
0.1 0.3 0.0
-0.1 -0.1 -0.1
-0.1 0.0 -0.2
0.0 0.0 0.0
0.2 0.2 0.1
-0.2 0.0 -0.1
0.0 0.0 0.0
-0.1 0.1 0.0
0.0 0.0 0.0
0.1 0.0 0.1
0.0 0.0 0.0
-0.1 0.0 0.0
0.1 -0.1 0.0
0.0 -0.1 0.0
0.0 0.0 0.0
0.0 0.1 0.1
0.0 0.0 0.0
0.0 0.0 0.0
0.0 0.0 0.0
0.0 0.0 0.0
0.0 0.0 0.0
0.0 0.0 0.0
0.0 0.0 0.0
0.0 0.0 0.0
0.1 0.0 0.0
0.1 0.0 0.0
0.0 0.1 0.0
0.0 0.0 0.0
0.0 0.0 0.0
0.0 0.0 0.0
0.0 -0.1 0.0
0.0 0.0 0.0
-0.1 0.0 -0.1
0.0 0.0 0.0
0.0 0.0 0.0
0.0 0.0 0.0
0.0 0.0 0.0
0.1 0.0 0.0
0.0 0.0 0.0
0.1 0.0 0.0
0.0 0.0 0.0
0.0 0.0 0.0
0.0 0.0 0.0
0.0 0.0 0.0
0.0 -0.1 0.0
0.0 0.0 0.0
0.1 0.2 0.1
0.1 -0.1 -0.1
-0.1 -0.1 0.0
-0.1 0.0 0.1
0.0 0.0 0.0
0.0 0.1 0.0
0.1 0.0 0.0
0.0 0.3 -0.2
0.0 0.0 0.0
0.0 0.0 0.0
0.0 0.0 0.0
0.0 0.0 0.0
0.0 0.1 0.0
-0.1 -0.3 -0.2
0.0 0.1 0.0
0.1 0.1 -0.1
0.1 0.1 0.2
0.2 0.6 0.0
-0.2 -0.2 0.1
0.0 0.0 0.0
0.0 0.0 0.0
0.0 -0.1 0.0
0.0 0.0 0.0

## Properties
HOMO-LUMO gap (alpha / beta) in Eh: 0.2364 / 0.2279
LUMO energy (alpha / beta) in eV: 0.3666 / 0.3675
Multiplicity: 2
Expectation value of S²: 0.755
Max |F| in eV Å⁻¹: 1.176
Relative energy (zero: lowest compared OMol25 entry of this formula, charge and spin) in kJ/mol: 20.5
HOMO (alpha / beta) in eV: -6.066 / -5.835